Computed, not measured: a cluster of 2 separate species, C2H3NO2S in total, with ωB97M-V with the def2-TZVPD basis set.

XYZ file:
```
9
Properties=species:S:1:pos:R:3:forces:R:3
C 0.894070 -0.331668 1.555916 2.449 5.938 -1.208
C -0.027150 0.330866 0.818744 -1.800 -2.477 0.492
N -0.872412 0.017690 -1.929730 -1.143 -0.139 -0.070
O 0.205663 0.489032 -1.798486 0.684 0.253 -1.448
O -1.592400 -0.315673 -2.821021 0.925 0.339 -0.365
S -1.537070 -0.459445 0.329849 0.903 0.189 1.817
H 1.883473 0.287313 1.744663 -2.038 -1.461 -0.179
H 0.961474 -1.319756 1.678438 -0.343 -3.654 0.937
H 0.084352 1.301641 0.421628 0.363 1.011 0.024
```
Forces are in eV/Å.

The calculation puts the HOMO energy (alpha / beta) at -8.16 / -9.30 eV. As for the expectation value of S²: 2.030. The spin multiplicity is 3. The charge is 0. The value obtained for the energy above the lowest of the compared OMol25 structures with the same formula, charge and spin is 2.700 eV. The frontier orbital gap (alpha / beta) is 0.3253 / 0.2405 Eh.

---

Computed, not measured: a cluster of 2 separate species, C2H3NO2S2 in total, with ωB97M-V with the def2-TZVPD basis set.

XYZ file:
```
10
Properties=species:S:1:pos:R:3:forces:R:3
C -0.567361 1.169525 -0.755264 -1.000 -0.157 -0.756
C 0.911552 1.272542 1.164152 0.638 0.088 1.513
N 0.618789 -1.494208 0.595161 -0.907 -1.068 -1.594
O 0.068482 0.442519 -1.475132 -0.339 -0.033 -0.692
O -1.703410 -1.571666 -0.328395 0.567 0.197 -0.078
S 0.322248 2.362461 0.168378 0.376 1.114 0.312
S -0.303583 -1.751009 -0.674625 2.129 -0.484 2.694
H -1.637513 1.028973 -0.481708 0.404 -0.278 -0.112
H 0.623071 0.192831 1.119270 -0.039 0.592 -0.201
H 1.667724 -1.651968 0.668164 -1.829 0.029 -1.085
```
Forces are in eV/Å.

The calculation puts the HOMO energy (alpha / beta) at -8.79 / -8.79 eV. The charge is 0. The value obtained for the energy above the lowest of the compared OMol25 structures with the same formula, charge and spin is 5.382 eV. The frontier orbital gap (alpha / beta) is 0.2964 / 0.2964 Eh.